# 1
The following is a DFT calculation (ωB97M-V/def2-TZVPD) of C17H19N2O3ReS4Sb as an isolated structure.

Geometry (Å):
Re1 -1.66252 -1.59993 -0.02467
N1 -2.91585 -4.04935 3.17382
C1 -2.57245 -3.57818 2.00536
O1 -2.05796 -2.42079 1.89286
C2 -2.72991 -4.35562 0.74203
C3 -2.75350 -3.36204 -0.41252
H1 -2.77319 -3.50085 4.01153
H2 -3.32684 -4.96631 3.27357
H3 -3.62660 -4.97801 0.75111
H4 -1.87232 -5.02958 0.65950
H5 -3.74449 -2.88991 -0.52202
H6 -2.50472 -3.82056 -1.36601
S1 1.67789 -3.26080 -3.65272
Sb1 0.96882 -1.61898 -2.43172
S2 -1.58551 -1.06825 -2.10359
S3 0.45145 -1.92524 0.14205
S4 2.24847 0.37279 -3.57228
C4 5.03528 0.28738 1.33197
O2 3.64218 0.62521 1.09863
C5 3.26772 0.99521 -0.12261
C6 4.03433 0.99043 -1.23283
C7 3.49512 1.47823 -2.47544
C8 2.11261 1.95155 -2.54353
C9 1.32048 1.91392 -1.30736
C10 1.86354 1.45673 -0.17031
N2 1.22127 1.30902 1.09759
C11 -0.02446 1.34924 1.44848
C12 -1.10415 1.92436 0.67258
C13 -1.02479 3.29593 0.37137
C14 -2.11946 3.96731 -0.13695
C15 -3.30652 3.27409 -0.36502
C16 -3.40048 1.91949 -0.07946
C17 -2.31014 1.25502 0.45281
O3 -2.45129 -0.09001 0.71051
H7 5.10996 0.08073 2.39289
H8 5.66361 1.13561 1.06577
H9 5.29984 -0.59637 0.75354
H10 5.07149 0.69209 -1.20044
H11 4.19242 1.82296 -3.22948
H12 1.87129 2.75915 -3.22530
H13 0.32287 2.32235 -1.34909
H14 1.89159 0.97248 1.79334
H15 -0.23388 0.92703 2.42931
H16 -0.11562 3.83951 0.60098
H17 -2.05702 5.02825 -0.33502
H18 -4.17010 3.79155 -0.76113
H19 -4.31844 1.37319 -0.25210

Forces on the atoms, in the same order (eV/Å):
-0.2 0.1 -0.1
0.0 0.0 0.0
0.0 0.0 0.1
0.0 0.0 -0.1
-0.1 0.0 0.0
0.1 0.1 0.1
0.0 0.0 0.0
0.0 0.0 0.0
0.0 0.0 0.0
0.0 0.0 0.0
0.0 0.0 0.0
0.0 0.0 0.0
0.0 0.1 0.1
0.1 0.0 -0.1
0.2 0.0 0.0
0.0 0.0 -0.1
-0.1 -0.1 0.0
0.0 0.0 0.0
0.0 0.0 0.0
-0.1 0.0 0.1
0.1 0.0 -0.1
-0.1 0.0 0.2
0.0 0.1 0.0
-0.1 0.0 0.0
0.2 -0.1 0.0
0.0 0.1 0.0
-0.1 -0.1 -0.3
0.2 0.1 0.3
0.0 0.1 -0.1
0.0 -0.1 0.0
0.0 0.0 0.0
0.0 0.0 0.0
-0.4 0.0 -0.2
0.3 0.0 0.2
0.0 0.0 0.0
0.0 0.0 0.0
0.0 0.0 0.0
0.0 0.0 0.0
0.0 0.0 0.0
0.0 0.0 0.0
0.0 0.0 0.0
0.0 0.0 0.0
0.0 0.0 0.0
0.0 0.0 0.0
0.0 0.0 0.0
0.0 0.0 0.0
0.0 0.0 0.0

Calculated values
**Charge**: +3
**Calculated total energy**: -79041.93251 eV
**Kohn-Sham gap**: 0.2399 Eh
**Energy above the lowest of the compared OMol25 structures with the same formula, charge and spin**: 0.00 kcal per mole

natural (NBO) atomic charge list, values in e, 6 entries: 1.05 -0.70 0.71 -0.68 -0.53 -0.60

# 2
The following is a DFT calculation (ωB97M-V/def2-TZVPD) of C9H22F3NNbO2 as an isolated structure.

Geometry (Å):
N1 3.14838 1.91804 -0.23558
C1 2.28869 1.95650 -1.42701
C2 0.82097 1.76895 -1.06241
C3 0.34491 0.35583 -0.68352
C4 0.84497 -0.79530 -1.56941
C5 2.26285 -1.30992 -1.26042
Nb1 3.68140 -1.82583 -2.90596
H1 2.75470 1.29443 0.45831
H2 4.04872 1.51463 -0.47741
H3 2.57712 1.19763 -2.16005
H4 2.40231 2.92755 -1.91282
H5 0.20814 2.10256 -1.90527
H6 0.61216 2.45802 -0.23486
H7 -0.74882 0.38152 -0.75686
H8 0.57055 0.13125 0.36744
H9 0.73127 -0.47098 -2.60912
H10 0.15509 -1.63455 -1.44323
H11 2.20644 -2.31084 -0.79802
H12 2.74209 -0.64708 -0.54426
H13 2.90701 -0.39853 -3.81413
H14 2.85499 -3.15872 -3.95592
H15 4.86185 -3.11081 -2.21635
H16 4.85042 -0.61936 -2.11109
H17 4.82157 -1.24559 -4.20284
C6 -1.74319 0.70779 2.59883
C7 -2.86714 0.44873 1.62868
O1 -3.81958 -0.51581 2.17166
C8 -4.73171 -0.04287 2.98420
O2 -4.91569 1.08119 3.34999
C9 -5.67733 -1.20025 3.43896
F1 -4.99701 -2.29882 3.76920
F2 -6.51376 -1.50661 2.43523
F3 -6.39875 -0.81503 4.48606
H18 -1.24356 -0.22590 2.85584
H19 -1.00982 1.36787 2.13553
H20 -2.10794 1.17633 3.51183
H21 -2.51301 -0.01557 0.71387
H22 -3.40931 1.35956 1.38089

Forces on the atoms, in the same order (eV/Å):
0.1 0.1 0.1
-0.1 -0.4 0.0
0.0 0.1 0.0
0.0 -0.1 0.1
-0.2 0.0 0.0
0.2 0.7 -0.7
-0.7 0.0 0.4
0.0 0.0 0.0
0.0 0.0 0.0
0.0 0.0 0.0
0.0 0.1 0.0
0.1 0.0 -0.1
-0.2 0.0 0.0
0.0 0.0 0.1
0.1 0.0 0.0
0.1 -0.1 0.0
-0.1 0.0 -0.1
0.1 0.0 0.0
0.1 -0.1 0.1
0.3 -0.1 0.1
0.3 -0.1 -0.1
0.3 0.1 -0.2
0.1 -0.3 -0.2
-0.5 0.1 0.6
0.0 -0.1 0.1
-0.1 0.1 -0.1
0.3 0.1 -0.2
-0.5 -0.3 0.4
0.2 0.1 -0.1
0.3 0.4 -0.2
0.0 -0.1 0.0
0.0 -0.1 0.0
-0.1 -0.1 0.0
0.0 0.0 0.0
0.0 0.0 0.0
0.0 0.0 0.0
0.0 -0.1 0.0
0.0 0.0 0.0

Calculated values
**Charge**: -1
**Calculated total energy**: -24972.70601 eV
**Kohn-Sham gap**: 0.2524 Eh

natural (NBO) atomic charge list, values in e, 6 entries: -0.85 -0.24 -0.40 -0.39 -0.41 -0.90

# 3
The following is a DFT calculation (ωB97M-V/def2-TZVPD) of C51H57AsBrClN2O6SeV as an isolated structure in a non-equilibrium geometry.

Geometry (Å):
V1 0.03229 -0.95782 0.16713
C1 -5.12882 2.89457 -2.21769
C2 -3.90834 3.12612 -3.12461
C3 -3.34944 4.53382 -2.87459
C4 -4.39191 3.05572 -4.57567
C5 -2.84110 2.07701 -2.81222
C6 -2.35251 1.98050 -1.51678
C7 -1.44803 0.97695 -1.18186
N1 -0.92351 0.64046 0.03597
C8 -0.92427 1.39946 1.18783
C9 -1.89228 2.27896 1.64433
C10 -1.72304 2.96378 2.83932
C11 -0.56095 2.72578 3.56001
C12 0.41789 1.81489 3.16966
C13 0.24403 1.11256 1.95127
O1 1.05285 0.21943 1.40048
C14 1.64479 1.60307 4.04855
C15 2.89370 2.00315 3.24991
C16 1.60879 2.45160 5.32256
C17 1.71074 0.13711 4.47941
C18 -2.79812 3.95076 3.29226
C19 -4.15843 3.24255 3.38732
C20 -2.49216 4.55976 4.66291
C21 -2.89263 5.09475 2.26962
C22 -0.89665 0.11814 -2.17879
O2 0.06205 -0.67118 -1.71937
C23 -1.42153 0.18775 -3.48803
C24 -2.38082 1.16348 -3.75589
C25 -1.01684 -0.81351 -4.56827
C26 -1.70562 -0.54631 -5.91042
C27 0.49819 -0.74346 -4.78690
C28 -1.41798 -2.21887 -4.09779
H1 -5.91783 3.62062 -2.43877
H2 -4.86523 2.98755 -1.16387
H3 -5.52548 1.88980 -2.37714
H4 -4.10695 5.29210 -3.09612
H5 -2.48134 4.71196 -3.51224
H6 -3.03513 4.65592 -1.83717
H7 -5.16579 3.80971 -4.74119
H8 -4.82053 2.07658 -4.79697
H9 -3.57501 3.24690 -5.27427
H10 -2.68007 2.68403 -0.76731
H11 -2.81492 2.38889 1.09351
H12 -0.41604 3.25779 4.48917
H13 2.85431 3.06928 3.00425
H14 2.94653 1.43357 2.32480
H15 3.80016 1.80844 3.82891
H16 1.60799 3.52186 5.09695
H17 2.49875 2.23063 5.91664
H18 0.73095 2.21506 5.92893
H19 1.77825 -0.51047 3.61259
H20 0.81210 -0.13922 5.03334
H21 2.58742 -0.03760 5.10785
H22 -4.09331 2.39409 4.07075
H23 -4.48106 2.86611 2.41627
H24 -4.92453 3.93298 3.75446
H25 -2.39010 3.78003 5.41998
H26 -3.30976 5.22101 4.96178
H27 -1.57287 5.14824 4.63775
H28 -3.17428 4.71347 1.28671
H29 -1.92555 5.59201 2.17315
H30 -3.63839 5.83528 2.57830
H31 -2.78330 1.20948 -4.75611
H32 -1.46337 0.44880 -6.29426
H33 -2.79167 -0.64292 -5.83131
H34 -1.35204 -1.28363 -6.63423
H35 0.77999 0.22838 -5.20498
H36 0.82577 -1.53648 -5.46351
H37 1.00056 -0.87298 -3.83517
H38 -2.49239 -2.25523 -3.88655
H39 -0.86724 -2.49750 -3.19963
H40 -1.18043 -2.96465 -4.86002
O3 -0.88688 -2.06584 4.13166
Cl1 -1.12304 -2.21231 2.73118
O4 -1.87587 -3.41036 2.48731
O5 -1.82889 -1.07774 2.21531
O6 0.15246 -2.30837 2.02949
Br1 -1.73088 -6.43989 -0.31397
C29 -2.11235 -4.60786 -0.51520
C30 -3.36677 -4.21203 -0.92368
C31 -3.59768 -2.84484 -1.00677
C32 -2.58802 -1.96575 -0.68664
N2 -1.35707 -2.35747 -0.31757
C33 -1.13118 -3.67834 -0.23295
H41 -4.13213 -4.93711 -1.16076
H42 -4.55870 -2.46179 -1.32107
H43 -2.76924 -0.90361 -0.72402
H44 -0.14699 -3.99998 0.05671
C34 5.22669 -6.28763 -0.12843
C35 5.45815 -5.24822 -1.01893
C36 4.57116 -4.18464 -1.10479
C37 3.43914 -4.13526 -0.29812
C38 3.20401 -5.19500 0.57663
C39 4.08826 -6.25907 0.66479
As1 2.15072 -2.57788 -0.35227
C40 3.22170 -2.01322 1.27178
C41 3.26882 -2.62499 2.51529
C42 4.29525 -2.32974 3.40165
C43 5.25862 -1.38917 3.06363
C44 5.20012 -0.74826 1.83745
C45 4.19214 -1.06687 0.92964
C46 4.13049 -0.58518 -0.45627
C47 4.92012 0.42722 -0.99702
C48 4.87482 0.69141 -2.35694
C49 4.07012 -0.07228 -3.19398
C50 3.26727 -1.07099 -2.66027
C51 3.26188 -1.29969 -1.29588
H45 5.92334 -7.11607 -0.05960
H46 6.33727 -5.26234 -1.65482
H47 4.74867 -3.39351 -1.82211
H48 2.30668 -5.19361 1.18663
H49 3.89090 -7.06828 1.36051
H50 2.51251 -3.34738 2.79601
H51 4.33982 -2.83062 4.36300
H52 6.05806 -1.15625 3.75879
H53 5.95993 -0.01772 1.57841
H54 5.57644 1.00889 -0.35917
H55 5.49143 1.48179 -2.77180
H56 4.06924 0.11118 -4.26252
H57 2.65236 -1.70506 -3.28897
Se1 1.16864 -3.94914 -2.29623

Forces on the atoms, in the same order (eV/Å):
1.5 -0.2 0.5
0.0 0.0 -0.1
-0.1 0.0 0.0
0.0 -0.1 0.0
0.1 0.0 0.1
0.0 -0.1 0.0
0.0 0.0 0.2
0.2 0.0 -0.6
-0.7 0.7 -0.1
0.5 0.3 0.5
-0.1 -0.1 -0.2
0.0 0.0 0.0
-0.2 0.1 0.0
0.2 -0.3 -0.3
-0.5 0.8 0.1
-0.2 -0.6 0.2
0.1 0.1 0.0
-0.1 -0.1 0.0
0.0 0.0 0.0
0.0 0.0 -0.1
-0.1 0.0 0.0
0.1 0.0 0.0
0.0 -0.1 -0.1
0.0 0.0 0.1
-0.6 0.9 -0.1
0.0 -0.4 0.0
0.3 -0.3 0.1
-0.1 0.1 0.0
0.0 0.0 -0.1
0.0 0.0 0.1
-0.1 0.0 0.1
-0.1 0.2 0.1
0.0 0.0 0.0
0.0 0.0 0.0
0.0 0.0 0.0
0.0 0.0 0.0
0.0 0.0 0.0
0.0 0.0 0.0
0.0 0.0 0.0
0.0 0.0 0.0
0.0 0.0 0.0
0.0 0.0 0.0
0.0 0.0 0.0
0.0 0.0 -0.1
0.0 0.0 0.0
0.1 -0.1 -0.1
0.0 0.0 0.0
0.0 0.0 0.1
0.0 0.0 0.0
0.0 0.0 0.0
0.0 -0.1 -0.1
0.0 0.0 0.0
0.1 0.0 0.0
0.0 0.0 0.0
0.0 0.0 0.0
0.0 0.0 0.0
0.0 0.0 0.0
0.0 0.0 0.0
0.0 0.0 0.0
0.0 0.0 0.0
0.0 0.0 0.0
0.0 0.0 0.0
0.0 0.0 0.0
0.0 0.0 0.0
0.0 0.0 0.0
0.0 0.0 0.0
0.0 0.0 0.0
0.0 0.0 0.0
0.0 0.0 0.0
0.0 0.0 -0.1
0.0 -0.1 0.0
0.0 0.0 0.0
0.2 0.1 0.0
-1.0 -0.9 1.4
0.0 -0.1 0.0
-0.1 0.5 -0.4
0.6 0.3 -0.8
0.1 -0.1 0.0
-0.5 -0.2 -0.2
0.4 0.1 0.1
-0.1 0.0 -0.1
0.0 0.1 0.0
-1.4 -1.2 0.0
0.5 0.2 -0.2
0.0 0.0 0.0
0.0 0.0 0.0
0.0 0.0 0.0
-0.1 0.0 0.2
0.1 -0.1 0.0
0.0 0.0 0.0
-0.1 0.1 0.1
-0.2 -0.2 0.3
0.0 0.1 -0.1
-0.1 0.0 0.0
0.7 -0.4 -1.1
0.3 0.2 0.1
0.0 0.1 0.1
-0.2 0.0 0.1
0.1 0.1 0.1
0.0 0.2 -0.1
0.0 -0.1 0.4
0.0 -0.1 -0.3
0.0 0.0 0.1
0.1 0.0 0.0
0.0 0.0 0.0
-0.1 -0.1 0.0
0.3 0.2 0.1
0.0 0.0 0.0
0.0 0.0 0.0
0.0 0.0 0.0
0.0 0.0 0.0
0.0 0.0 0.0
0.0 0.0 0.0
0.0 0.0 0.0
0.0 0.0 0.0
0.0 0.0 0.0
0.0 0.0 0.0
0.0 0.0 0.0
0.0 0.0 0.0
0.0 0.0 0.1
0.0 0.2 0.1

Calculated values
**Charge**: -2
**Calculated total energy**: -303511.19473 eV
**Kohn-Sham gap (alpha / beta)**: 0.1700 / 0.1637 Eh
**Energy above the lowest of the compared OMol25 structures with the same formula, charge and spin**: 75.66 kcal per mole
**Spin multiplicity**: 2

Mulliken atomic charge list, values in e, 6 entries: 0.41 -1.41 2.10 -1.55 -2.41 0.04

# 4
The following is a DFT calculation (ωB97M-V/def2-TZVPD) of one molecule with the formula C3H6N2S in a non-equilibrium geometry.

Geometry (Å):
S1 -2.59387 -0.72774 -0.10270
C1 -1.87615 0.74339 0.05459
N1 -0.55298 1.02419 0.06582
N2 0.32965 0.17065 -0.59008
C2 0.64071 -1.15518 0.04565
C3 1.73397 -0.22745 -0.02367
H1 -2.63616 1.69568 -0.12582
H2 -0.43812 2.01554 -0.14409
H3 0.39044 -2.01744 -0.65036
H4 0.23069 -1.52161 0.96236
H5 2.06808 0.17305 1.08364
H6 2.70374 -0.17307 -0.57536

Forces on the atoms, in the same order (eV/Å):
0.4 0.4 0.3
-2.4 0.9 -1.4
-0.8 1.5 0.7
2.2 -1.9 0.2
-1.6 -2.1 -2.3
1.3 2.5 3.4
2.4 -2.0 1.1
0.7 -0.5 0.0
1.0 1.3 0.3
-0.2 0.9 0.9
-1.4 -0.7 -2.6
-1.6 -0.3 -0.5

Calculated values
**Calculated total energy**: -17019.79972 eV
**Kohn-Sham gap**: 0.3282 Eh
**Structure (SMILES)**: S=CNN1CC1
**Energy above the lowest of the compared OMol25 structures with the same formula, charge and spin**: 97.81 kcal per mole

natural (NBO) atomic charge list, values in e, 6 entries: -0.13 -0.11 -0.44 -0.25 -0.27 -0.26